15
Properties=species:S:1:pos:R:3 method="wB97M-V/def2-TZVPD" homo_energy_ev=-9.35 relative_energy_kcal_mol=136.39 orbital_gap_ev=6.16 energy_ev=-27989.7863 lumo_energy_ev=-3.188
S 1.37360 1.12258 -1.49104
S 1.39196 -1.19092 0.38613
O -1.11911 1.16380 3.44694
C -0.34258 0.65952 1.25282
C -0.45809 0.39381 2.70998
C 0.56668 -0.37216 -2.49337
C -0.18228 -0.41435 0.25307
H -0.67896 -0.03149 -0.66490
H 0.55102 1.37952 1.16506
H -0.44765 -0.04370 -3.06455
H 0.28010 -1.42762 -2.01455
H 1.21867 -0.54649 -3.32019
H -0.77510 -1.39400 0.19601
H -1.13407 1.31187 0.69337
H -0.24416 -0.61037 2.94523